Density functional theory data (ωB97M-V/def2-TZVPD) for a structure of composition C50H112BF6N13O31P4S2Zn at a distorted geometry.

Last column: Mulliken charge in e.
Geometry (Å):
Zn  3.336  -3.639  2.169  2.10
C  5.981  -0.590  2.093  0.67
F  4.800  -0.182  1.646  -0.12
F  6.942  0.104  1.506  -0.19
F  5.973  -0.425  3.402  -0.24
S  6.272  -2.380  1.576  0.05
O  5.748  -2.440  0.248  -0.31
O  7.665  -2.633  1.707  -0.56
N  5.274  -3.303  2.580  0.13
S  6.051  -3.802  3.916  1.12
O  6.906  -2.856  4.525  -0.61
O  5.059  -4.399  4.765  -0.66
C  7.137  -5.265  3.407  0.54
F  6.556  -6.401  3.804  -0.23
F  7.291  -5.308  2.097  -0.15
F  8.301  -5.146  4.001  -0.23
O  3.491  -0.568  -1.265  -0.69
C  2.463  -0.500  -0.706  0.19
O  1.398  0.145  -1.107  0.73
B  0.360  0.078  -0.110  0.23
O  0.856  -0.919  0.895  -0.49
C  2.083  -1.224  0.600  0.08
O  2.819  -1.910  1.257  0.18
O  -0.972  -0.314  -0.592  -0.70
C  -1.877  0.583  -0.233  0.68
O  -3.036  0.526  -0.480  -0.20
C  -1.149  1.699  0.535  0.39
O  0.149  1.415  0.491  -0.75
O  -1.623  2.713  0.942  -0.63
O  -8.069  0.280  3.418  -0.98
P  -7.012  1.290  3.268  -0.06
N  -7.199  2.136  1.861  0.51
C  -6.519  3.382  1.565  -0.84
C  -8.020  1.578  0.799  -1.15
N  -5.471  0.675  3.238  0.98
C  -4.595  0.860  2.077  -0.52
C  -5.185  -0.460  4.091  -0.54
N  -6.928  2.511  4.387  0.60
C  -5.970  2.577  5.470  -0.92
C  -8.201  3.140  4.753  -1.12
H  -5.681  3.590  2.222  0.30
H  -7.246  4.203  1.651  0.40
H  -6.200  3.412  0.520  0.09
H  -7.547  0.769  0.236  0.22
H  -8.408  2.364  0.146  0.46
H  -8.951  1.195  1.229  0.35
H  -4.246  1.890  2.032  -0.11
H  -3.757  0.172  2.134  -0.34
H  -5.151  0.645  1.162  0.17
H  -5.489  -1.428  3.681  0.19
H  -4.121  -0.499  4.363  -0.05
H  -5.609  -0.303  5.090  0.37
H  -5.897  3.607  5.828  0.45
H  -6.192  1.874  6.278  0.37
H  -4.965  2.405  5.076  -0.11
H  -8.909  2.989  3.940  0.35
H  -8.047  4.196  4.972  0.33
H  -8.603  2.651  5.649  0.36
O  -0.042  2.099  -7.718  -0.91
P  0.388  2.103  -6.314  -0.02
N  1.725  3.028  -5.998  0.55
C  3.062  2.471  -6.156  -0.99
C  1.639  4.471  -6.181  -1.13
N  0.798  0.592  -5.767  0.69
C  0.199  -0.558  -6.438  -1.24
C  1.224  0.224  -4.438  -1.56
N  -0.730  2.777  -5.281  0.45
C  -0.573  2.803  -3.838  -0.13
C  -2.090  3.033  -5.763  -1.11
H  3.260  2.138  -7.184  0.34
H  3.145  1.553  -5.567  0.19
H  3.887  3.090  -5.815  0.45
H  1.186  4.710  -7.150  0.34
H  2.557  5.059  -6.155  0.41
H  1.051  4.878  -5.353  0.31
H  -0.393  -0.241  -7.300  0.39
H  0.973  -1.199  -6.875  0.32
H  -0.449  -1.130  -5.771  0.33
H  1.949  -0.601  -4.441  0.96
H  1.825  1.013  -3.975  -0.20
H  0.397  -0.034  -3.771  0.37
H  -0.912  3.777  -3.464  0.43
H  -1.192  2.029  -3.361  0.03
H  0.463  2.660  -3.546  -0.39
H  -2.724  2.154  -5.608  0.29
H  -2.057  3.200  -6.839  0.41
H  -2.451  3.953  -5.300  0.33
O  3.442  -4.617  0.407  0.51
P  3.363  -5.252  -0.933  -0.92
N  2.357  -6.568  -0.968  0.46
C  1.963  -7.255  -2.171  -1.25
C  2.181  -7.286  0.291  -0.95
N  4.851  -5.752  -1.415  0.86
C  5.131  -6.623  -2.545  -1.21
C  5.992  -5.509  -0.542  -1.16
N  2.831  -4.362  -2.195  0.30
C  3.772  -3.470  -2.921  -0.95
C  1.442  -3.946  -2.255  -1.22
H  1.998  -6.583  -3.023  0.43
H  0.934  -7.605  -2.068  0.45
H  2.590  -8.127  -2.389  0.26
H  1.375  -6.855  0.896  0.09
H  3.087  -7.339  0.898  0.29
H  1.859  -8.308  0.082  0.50
H  6.039  -6.307  -3.056  0.31
H  5.247  -7.651  -2.185  0.28
H  4.307  -6.546  -3.252  0.43
H  6.917  -5.361  -1.111  0.43
H  5.912  -4.585  0.020  0.03
H  6.173  -6.364  0.120  0.28
H  4.434  -4.112  -3.500  0.30
H  3.219  -2.772  -3.540  0.33
H  4.354  -2.873  -2.216  0.23
H  1.113  -3.887  -3.300  0.42
H  1.268  -2.953  -1.828  0.22
H  0.774  -4.687  -1.818  0.31
O  4.811  4.428  0.657  -0.91
P  4.965  4.603  -0.795  0.50
N  6.205  3.662  -1.435  0.48
C  6.480  2.363  -0.826  -1.35
C  6.890  3.956  -2.668  -1.22
N  5.278  6.142  -1.302  0.36
C  6.607  6.733  -1.222  -1.20
C  4.191  7.116  -1.185  -1.17
N  3.597  4.169  -1.657  0.59
C  2.905  3.004  -1.155  -1.44
C  3.579  4.366  -3.083  -0.77
H  6.012  2.406  0.162  0.26
H  7.555  2.248  -0.673  0.50
H  6.009  1.523  -1.346  0.37
H  7.950  3.687  -2.567  0.29
H  6.900  5.009  -2.924  0.48
H  6.480  3.399  -3.518  0.27
H  6.689  7.302  -0.284  0.29
H  7.371  5.979  -1.331  0.49
H  6.685  7.535  -1.967  0.34
H  4.388  7.809  -0.363  0.39
H  4.131  7.651  -2.136  0.33
H  3.271  6.575  -0.982  0.34
H  2.797  3.119  -0.078  0.31
H  1.907  2.859  -1.569  0.09
H  3.526  2.128  -1.391  0.43
H  4.223  3.675  -3.644  0.15
H  3.936  5.361  -3.360  0.25
H  2.547  4.312  -3.438  0.33
C  -2.599  -3.001  2.342  -0.49
C  -2.054  -3.733  1.154  0.05
O  -0.599  -3.632  1.155  0.32
C  0.120  -4.367  1.951  0.17
O  1.260  -4.097  2.262  -0.30
O  -0.530  -5.403  2.436  -0.38
C  0.109  -6.070  3.531  -0.70
H  -2.334  -3.512  3.275  0.46
H  -3.690  -3.055  2.394  0.59
H  -2.300  -1.958  2.395  -0.58
H  -2.433  -3.317  0.227  -0.59
H  -2.329  -4.785  1.162  0.71
H  0.455  -5.367  4.286  0.20
H  0.948  -6.663  3.163  0.27
H  -0.626  -6.745  3.956  0.29
C  -3.854  1.210  8.570  -0.89
C  -2.479  1.779  8.248  -0.38
O  -2.253  1.768  6.823  -0.32
C  -2.494  2.887  6.144  0.71
O  -2.793  3.945  6.617  -0.61
O  -2.356  2.612  4.849  -0.02
C  -2.394  3.726  3.944  -0.45
H  -3.918  0.149  8.341  0.26
H  -4.626  1.839  8.126  0.12
H  -4.063  1.331  9.640  0.42
H  -1.658  1.216  8.686  0.33
H  -2.468  2.794  8.648  0.33
H  -2.826  4.595  4.430  0.45
H  -2.971  3.373  3.101  -0.11
H  -1.374  3.984  3.674  0.25
C  -4.204  0.066  -2.034  0.73
C  -4.618  -1.342  -1.661  -0.96
O  -4.031  -2.207  -2.661  -0.30
C  -3.768  -3.446  -2.319  0.90
O  -4.194  -4.034  -1.368  -0.61
O  -2.985  -3.980  -3.257  -0.32
C  -2.717  -5.331  -3.054  -0.53
H  -3.121  0.167  -2.005  -0.51
H  -4.566  0.753  -1.265  -0.42
H  -4.651  0.329  -2.989  0.69
H  -5.704  -1.420  -1.704  0.54
H  -4.290  -1.595  -0.654  0.18
H  -3.604  -5.922  -2.837  0.31
H  -2.057  -5.456  -2.183  0.07
H  -2.130  -5.772  -3.854  0.29
C  -3.931  3.548  -1.691  -0.57
C  -4.747  2.826  -2.729  0.44
O  -5.694  3.764  -3.283  -0.47
C  -5.942  3.673  -4.579  0.75
O  -5.612  2.756  -5.285  -0.58
O  -6.606  4.764  -4.938  -0.36
C  -6.960  4.876  -6.313  -0.69
H  -3.373  2.787  -1.148  -0.30
H  -4.545  4.005  -0.913  0.26
H  -3.378  4.329  -2.207  0.38
H  -5.349  1.981  -2.384  0.44
H  -4.117  2.410  -3.519  0.16
H  -7.381  3.941  -6.679  0.32
H  -6.139  5.241  -6.925  0.28
H  -7.758  5.615  -6.367  0.25
C  -1.332  -1.354  4.211  1.29
C  -0.019  -1.161  4.926  -0.85
O  0.781  -2.327  4.615  -0.39
C  2.088  -2.289  4.825  -0.05
O  2.839  -2.765  4.013  0.03
O  2.424  -1.733  5.958  -0.39
C  3.842  -1.557  6.228  -0.42
H  -1.851  -2.277  4.458  0.70
H  -1.250  -1.244  3.124  -1.02
H  -1.979  -0.512  4.457  -0.74
H  -0.230  -1.183  5.997  0.42
H  0.444  -0.210  4.671  0.48
H  4.408  -1.259  5.351  0.02
H  4.253  -2.506  6.569  0.30
H  3.893  -0.826  7.026  0.33

Cartesian forces, eV/Å:
-0.60 0.33 -0.43
-0.43 -0.67 -0.31
0.08 0.11 -0.21
0.04 0.19 0.29
0.48 0.10 0.28
-0.84 0.19 -0.89
-0.61 0.08 0.19
0.19 -0.15 0.93
2.19 0.82 -0.55
-1.25 -1.26 1.15
0.81 0.87 -0.19
-0.29 -0.32 -0.35
-0.66 0.38 0.15
0.06 0.11 -0.09
0.19 -0.24 -0.34
0.45 -0.06 0.12
1.81 -0.16 -0.83
-0.82 -0.50 0.54
-0.58 0.39 -0.54
-0.73 0.59 0.47
-0.04 0.11 0.05
-0.45 0.62 0.09
0.41 -0.34 0.03
0.20 -0.49 -0.25
1.30 0.19 1.00
2.77 0.71 6.00
0.85 0.44 -1.02
-0.06 -0.49 0.44
-0.47 0.10 0.44
-0.23 -0.24 0.31
0.40 0.48 -0.54
0.10 -0.17 -0.30
-0.82 0.45 -0.34
-1.05 0.09 0.39
0.50 -0.32 0.13
-0.87 0.07 0.11
0.51 0.18 0.92
-0.31 0.42 0.51
0.75 0.17 -0.57
0.19 -0.66 -0.03
0.03 -0.11 0.06
0.24 0.10 0.15
0.28 -0.24 0.09
0.11 0.16 -0.16
0.59 0.08 -0.18
0.29 -0.37 0.10
0.28 -0.09 -0.16
0.12 0.03 0.12
0.22 0.00 -0.18
-0.13 0.07 0.06
0.00 0.04 -0.56
-0.53 -0.23 -0.31
-0.39 -0.08 0.29
0.03 0.15 0.17
-0.08 -0.47 0.06
-0.10 0.24 0.04
-0.05 0.07 -0.14
-0.14 0.11 -0.04
-0.44 -0.17 -0.18
0.10 0.49 0.84
1.82 0.29 0.73
0.00 -1.55 -0.35
-1.09 0.44 0.05
-0.05 -0.92 -0.26
-0.01 0.16 -1.01
0.96 0.63 0.55
-0.24 0.28 -0.55
-0.39 0.12 -0.26
0.68 -0.26 -0.33
0.09 0.34 -0.03
-0.01 0.10 0.00
-0.35 0.55 -0.03
-0.22 0.12 0.17
0.52 -0.81 0.08
-0.31 0.17 -0.34
-0.03 0.14 0.20
0.02 -0.16 0.37
0.08 -0.01 0.11
-0.34 -0.23 -0.36
-0.39 0.18 0.04
-0.05 -0.02 0.01
0.06 -0.06 0.09
0.08 0.00 0.07
0.07 0.02 -0.03
-0.34 0.34 0.30
0.05 0.00 0.02
-0.34 -0.20 0.19
-0.22 -0.21 0.78
0.39 -0.88 -1.64
-0.05 0.53 1.12
-0.29 -0.22 -0.28
-0.49 -0.30 0.04
0.95 0.89 0.58
-0.61 0.17 0.34
0.72 -0.22 0.08
-0.29 0.59 -0.26
0.19 -0.46 0.83
-0.52 0.06 -0.62
0.03 0.03 0.00
-0.07 -0.02 -0.03
0.02 0.03 0.04
0.14 0.14 -0.01
0.03 0.08 -0.09
0.18 -0.01 -0.08
0.08 0.03 0.08
0.02 -0.09 -0.31
0.05 -0.26 -0.09
-0.21 -0.17 -0.31
-0.43 -0.28 0.07
-0.05 0.15 0.06
0.08 0.34 -0.25
-0.13 -0.17 -0.19
0.08 0.01 -0.09
0.22 0.08 -0.01
-0.04 -0.12 0.22
0.14 0.10 0.40
-0.22 -0.46 0.12
0.43 -0.45 -0.41
0.12 0.67 0.36
-0.57 0.69 0.71
0.41 -0.43 -0.34
0.10 -0.04 -0.41
-0.91 0.97 0.47
0.45 -0.45 -0.17
-0.41 1.25 0.43
0.48 -0.35 0.17
0.03 0.31 -0.44
0.18 -0.17 0.00
-0.01 -0.28 -0.22
0.36 0.00 -0.27
-0.08 -0.15 -0.02
-0.39 0.03 -0.05
0.08 -0.03 -0.06
0.34 -0.47 0.17
0.28 0.14 0.17
0.18 -0.44 -0.36
-0.05 0.06 -0.03
-0.25 0.24 0.13
-0.14 0.19 -0.10
0.04 -0.23 0.04
0.05 0.25 -0.26
-0.41 -0.35 0.20
-0.26 -0.29 0.08
0.00 0.03 0.25
0.07 -0.28 -0.10
-1.06 -0.76 0.32
-0.36 -0.44 0.11
0.09 0.59 -0.82
-0.24 0.27 0.36
0.43 -0.30 -0.31
-0.28 -0.46 0.55
0.24 -0.53 0.04
0.35 0.09 -0.41
-0.06 0.07 -0.57
-0.52 -0.69 -0.65
0.49 0.16 -0.16
-0.03 0.03 0.00
-0.03 0.11 -0.10
0.04 0.12 0.06
-0.14 0.07 -0.06
0.29 0.27 0.62
-0.64 0.38 0.25
0.14 -0.44 0.26
-0.01 -0.15 -0.12
-0.13 0.47 0.26
0.20 -0.20 0.15
0.09 0.11 0.31
-0.32 0.08 -0.30
0.00 -0.37 -0.50
0.34 -0.18 0.03
-0.07 -0.11 -0.07
0.36 0.03 -0.36
-0.30 -0.06 -0.03
0.07 0.24 -0.26
0.02 -0.18 -0.27
-2.23 -0.88 -2.53
-0.03 0.73 -0.27
0.23 0.41 0.15
-0.39 0.31 -0.64
-0.09 -0.41 0.99
0.08 0.41 -0.67
1.00 -1.45 1.14
-0.99 -0.50 -2.34
-0.81 -0.43 -1.08
-0.05 -0.37 -0.34
-0.01 -0.28 -0.02
0.16 -0.28 -0.10
-0.15 0.08 -0.26
-0.20 0.12 0.14
-0.37 0.45 -0.58
-0.77 -0.45 0.21
-0.88 -0.23 -0.26
0.28 0.56 0.14
0.29 -0.39 0.15
-0.08 0.08 -0.39
-0.18 0.39 -0.18
-0.74 0.10 -0.16
0.67 0.35 -0.22
-0.20 0.16 -0.23
0.52 -0.10 0.34
0.18 0.70 0.23
-0.04 0.28 -0.05
0.36 -0.08 -0.11
0.21 -0.31 0.07
0.09 0.07 0.21
0.25 1.42 -0.13
-1.16 -0.58 0.91
0.11 0.34 -0.39
-0.92 0.07 -0.15
1.14 -0.32 0.05
0.41 0.47 0.04
0.09 -0.56 0.21
0.40 0.29 0.26
0.90 -0.08 0.74
-0.07 0.05 0.43
0.29 0.21 0.05
0.38 -0.21 -0.20
-0.26 0.20 -0.12
-0.07 -0.01 -0.01
-0.02 0.12 -0.08

Results
E_LUMO   -0.1 eV
HOMO-LUMO gap   0.2925 hartree
E_HOMO   -8.06 eV
Charge   0